Run one
The following is a DFT calculation (ωB97M-V/def2-TZVPD) of 3 unconnected molecules or ions with the total composition C4H14N2O4.

Each line ends with the Löwdin charge.
CARTESIAN COORDINATES (ANGSTROEM)
O (-0.595, 1.157, 2.400)  -0.045
O (-0.541, 3.030, -0.238)  -0.143
O (-1.892, -0.389, 0.640)  0.055
O (-2.895, -0.766, -1.270)  0.099
N (0.340, -1.071, -1.444)  -0.058
N (1.107, -1.236, 1.555)  0.010
C (-1.807, -0.421, -0.582)  -0.446
C (1.691, -0.906, -0.982)  -0.208
C (-0.607, 0.063, -1.409)  -0.085
C (1.634, -0.381, 0.575)  -0.274
H (-1.180, 0.704, 1.936)  -0.110
H (1.511, -2.114, 1.702)  0.062
H (0.128, -1.381, 1.281)  0.070
H (1.069, 0.591, 0.386)  0.098
H (2.674, -0.155, 0.817)  0.104
H (-0.224, 0.844, -0.806)  0.061
H (-0.811, 0.484, -2.301)  0.094
H (-3.732, -1.026, -0.739)  0.180
H (0.315, -1.515, -2.356)  0.116
H (2.470, -0.345, -1.533)  0.104
H (0.162, 0.474, 2.530)  0.076
H (-0.651, 2.368, 0.599)  0.082
H (2.125, -1.930, -0.880)  0.109
H (-0.290, 3.920, 0.117)  0.051

The lowest unoccupied orbital energy comes out at 0.56 eV. The gap between HOMO and LUMO comes out at 9.67 eV. The HOMO energy is -9.108 eV. As for the charge: 0.


Run two
The following is a DFT calculation (ωB97M-V/def2-TZVPD) of 3 unconnected molecules or ions with the total composition C4H14N2O4.

Each line ends with the Löwdin charge.
CARTESIAN COORDINATES (ANGSTROEM)
O (0.575, 2.204, -1.640)  0.062
O (0.101, -2.722, -1.255)  0.014
O (2.189, -0.874, -1.765)  -0.039
O (-1.371, 0.952, -1.477)  0.069
N (-0.546, 1.908, 1.624)  -0.029
N (-0.089, -1.932, 1.821)  -0.008
C (-0.485, 1.975, -1.031)  -0.380
C (-0.734, 0.389, 1.503)  -0.239
C (-1.090, 2.450, 0.345)  -0.150
C (0.322, -0.661, 1.146)  -0.267
H (0.419, 1.997, 1.657)  0.062
H (0.309, -0.695, -0.053)  0.105
H (0.725, -2.300, -1.738)  -0.056
H (-1.273, 0.790, -2.348)  0.039
H (-0.557, -2.651, 1.150)  0.105
H (-0.668, 3.493, 0.160)  0.128
H (-1.381, 0.338, 2.462)  0.126
H (3.092, -1.084, -2.156)  0.102
H (-2.215, 2.519, 0.337)  0.137
H (1.703, -0.230, -2.194)  -0.012
H (-1.630, 0.197, 0.848)  0.105
H (0.762, -2.241, 2.209)  0.028
H (1.342, -0.353, 1.325)  0.098
H (0.500, -3.467, -0.932)  0.000

The lowest unoccupied orbital energy comes out at 0.36 eV. The gap between HOMO and LUMO comes out at 9.36 eV. The HOMO energy is -8.999 eV. As for the charge: 0.


Which structure wins on stability? run one wins.


Run one
The following is a DFT calculation (ωB97M-V/def2-TZVPD) of C4H6OS2 in the gas phase.

Each line ends with the Löwdin charge.
CARTESIAN COORDINATES (ANGSTROEM)
S (-2.790, 0.614, 0.749)  0.757
S (1.090, 0.635, 1.670)  0.773
O (-1.244, -1.490, 0.509)  -0.142
C (-0.085, 0.870, 0.610)  -0.869
C (-0.042, 1.949, -0.385)  -0.187
C (-0.024, -2.219, 0.334)  -0.069
C (-1.363, -0.153, 0.583)  -0.824
H (0.242, -2.216, -0.711)  0.091
H (-0.199, -3.320, 0.566)  0.118
H (-1.032, 1.900, -1.118)  0.126
H (0.762, -1.943, 0.978)  0.025
H (1.004, 1.799, -0.903)  0.111
H (0.083, 2.899, 0.207)  0.089

The lowest unoccupied orbital energy comes out at -0.85 eV. The gap between HOMO and LUMO comes out at 7.77 eV. The HOMO energy is -8.627 eV. As for the charge: 0.


Run two
The following is a DFT calculation (ωB97M-V/def2-TZVPD) of C4H6OS2 in the gas phase.

Each line ends with the Löwdin charge.
CARTESIAN COORDINATES (ANGSTROEM)
S (0.240, 0.570, -1.767)  0.913
S (-1.539, 2.650, -0.708)  0.632
O (0.277, 1.248, 1.554)  -0.119
C (-0.776, 1.174, -0.510)  -1.095
C (-0.710, 0.515, 0.779)  -0.459
C (-0.093, -0.944, 0.348)  -0.188
C (0.846, -0.833, -0.951)  -0.535
H (1.306, 0.986, 1.072)  0.228
H (-0.791, -1.803, 0.056)  0.118
H (0.519, -1.740, -1.694)  0.117
H (1.965, -0.865, -0.690)  0.095
H (-1.735, 0.536, 1.365)  0.183
H (0.490, -1.494, 1.146)  0.111

The lowest unoccupied orbital energy comes out at -0.36 eV. The gap between HOMO and LUMO comes out at 8.19 eV. The HOMO energy is -8.548 eV. As for the charge: 0.


Run three
The following is a DFT calculation (ωB97M-V/def2-TZVPD) of C4H6OS2 in the gas phase.

Each line ends with the Löwdin charge.
CARTESIAN COORDINATES (ANGSTROEM)
S (-1.176, -1.978, -0.076)  0.813
S (2.573, 0.007, -0.105)  0.749
O (1.621, -2.468, 0.248)  -0.030
C (-0.820, 1.608, 0.547)  -0.078
C (1.413, -1.186, -0.078)  -0.835
C (-0.080, -0.774, -0.305)  -0.685
C (-0.412, 0.683, -0.675)  -0.300
H (-0.038, 1.572, 1.250)  0.035
H (-1.312, 0.505, -1.214)  0.074
H (0.796, -2.898, 0.434)  0.004
H (0.346, 1.215, -1.186)  0.061
H (-1.080, 2.645, 0.253)  0.076
H (-1.832, 1.069, 0.906)  0.116

The lowest unoccupied orbital energy comes out at -1.77 eV. The gap between HOMO and LUMO comes out at 7.27 eV. The HOMO energy is -9.034 eV. As for the charge: 0.


Which structure wins on stability? run three wins.


Run one
The following is a DFT calculation (ωB97M-V/def2-TZVPD) of 2 unconnected molecules or ions with the total composition C2H2OS.

Each line ends with the Löwdin charge.
CARTESIAN COORDINATES (ANGSTROEM)
S (-2.566, -0.143, -0.072)  0.757
O (2.396, 0.739, 0.136)  -0.111
C (0.300, 0.435, -0.128)  0.110
C (-0.895, 0.180, -0.235)  -0.660
H (-2.217, -1.244, 0.556)  -0.134
H (2.982, 0.033, -0.257)  0.038

The lowest unoccupied orbital energy (alpha / beta) comes out at -2.63 / -2.63 eV. The gap between HOMO and LUMO (alpha / beta) comes out at 6.85 / 6.85 eV. The HOMO energy (alpha / beta) is -9.485 / -9.483 eV. As for the charge: 0.


Run two
The following is a DFT calculation (ωB97M-V/def2-TZVPD) of C2H2OS in the gas phase.

Each line ends with the Löwdin charge.
CARTESIAN COORDINATES (ANGSTROEM)
S (2.053, 0.088, -0.099)  0.753
O (-1.712, -0.124, -0.176)  0.038
C (-0.667, 0.460, 0.085)  -0.277
C (0.583, -0.473, 0.064)  -0.646
H (-0.430, 1.495, 0.026)  0.089
H (0.173, -1.446, 0.101)  0.043

The lowest unoccupied orbital energy comes out at -1.36 eV. The gap between HOMO and LUMO comes out at 8.01 eV. The HOMO energy is -9.368 eV. As for the charge: 0.


Which structure wins on stability? run two wins.


Run one
The following is a DFT calculation (ωB97M-V/def2-TZVPD) of a molecular structure, C7H8O2.

Each line ends with the Löwdin charge.
CARTESIAN COORDINATES (ANGSTROEM)
O (-1.709, -0.883, -0.318)  -0.219
O (1.737, 1.572, 1.859)  -0.028
C (-0.807, 1.261, -0.019)  -0.010
C (0.250, -0.510, -1.843)  -0.012
C (0.150, 0.171, 0.571)  -0.422
C (-0.929, -1.226, -1.619)  -0.085
C (-0.409, -1.237, 0.567)  -0.110
C (1.444, 0.397, 1.450)  -0.119
C (0.293, 0.614, -0.745)  -0.300
H (1.178, 1.362, -0.677)  0.170
H (0.468, -2.109, 0.019)  0.192
H (-0.761, 2.418, 0.377)  0.172
H (-1.787, -1.772, -2.209)  0.151
H (2.331, -0.656, 1.602)  0.204
H (-1.784, 1.014, -0.430)  0.105
H (0.858, -0.717, -2.833)  0.139
H (-0.685, -1.872, 1.653)  0.172

The lowest unoccupied orbital energy comes out at 0.68 eV. The gap between HOMO and LUMO comes out at 9.72 eV. The HOMO energy is -9.045 eV. As for the charge: 0.


Run two
The following is a DFT calculation (ωB97M-V/def2-TZVPD) of a molecular structure, C7H8O2.

Each line ends with the Löwdin charge.
CARTESIAN COORDINATES (ANGSTROEM)
O (1.525, 0.233, 0.086)  -0.061
O (-1.276, -0.423, 1.373)  -0.048
C (0.851, 0.774, 1.237)  -0.134
C (0.190, -0.204, -1.948)  -0.063
C (0.093, -0.554, 1.804)  -0.100
C (-0.951, -0.397, -2.627)  0.028
C (-0.168, 1.406, 0.149)  0.023
C (-0.339, -1.041, 0.473)  -0.122
C (0.220, 0.080, -0.464)  -0.444
H (-1.850, -0.402, -2.086)  0.043
H (0.215, 2.219, -0.379)  0.102
H (-0.592, -2.075, 0.189)  0.163
H (-1.079, -0.519, -3.730)  0.074
H (0.407, -0.997, 2.733)  0.138
H (1.159, 0.003, -2.451)  0.121
H (-1.214, 1.520, 0.427)  0.118
H (1.582, 1.379, 1.882)  0.162

The lowest unoccupied orbital energy comes out at 1.02 eV. The gap between HOMO and LUMO comes out at 10.28 eV. The HOMO energy is -9.257 eV. As for the charge: 0.


Run three
The following is a DFT calculation (ωB97M-V/def2-TZVPD) of C7H8O2 in the gas phase.

Each line ends with the Löwdin charge.
CARTESIAN COORDINATES (ANGSTROEM)
O (-0.518, -2.293, 0.498)  0.126
O (0.169, 0.655, -1.279)  0.059
C (-1.746, 0.815, 0.317)  -0.123
C (0.359, -0.165, -0.159)  -0.266
C (-0.689, -1.185, 0.071)  -0.352
C (3.010, 0.040, -0.144)  -0.021
C (1.975, -0.524, 0.398)  -0.019
C (-2.022, -0.530, -0.235)  -0.106
C (-0.268, 1.132, -0.047)  -0.196
H (1.835, -1.174, 1.203)  0.069
H (0.130, 2.044, 0.218)  0.133
H (-3.002, -0.943, 0.164)  0.150
H (-2.028, -0.601, -1.364)  0.153
H (-2.407, 1.475, -0.249)  0.124
H (3.027, 0.744, -1.029)  0.089
H (-1.816, 0.800, 1.350)  0.107
H (3.991, -0.288, 0.285)  0.071

The lowest unoccupied orbital energy comes out at 0.95 eV. The gap between HOMO and LUMO comes out at 10.27 eV. The HOMO energy is -9.324 eV. As for the charge: 0.


Which structure wins on stability? run three wins.